(1)
95
Properties=species:S:1:pos:R:3:forces:R:3:mulliken_charge:R:1 method="wB97M-V/def2-TZVPD" homo_ev=-11.276 lumo_energy_ev=-2.91 charge=+1 orbital_gap_ev=8.36
C -6.232814 0.149545 3.548592 0.4 0.3 0.7 -0.456
O -6.901854 1.228291 2.919511 -0.4 -0.7 -0.2 -0.362
C -7.010607 1.051689 1.512858 0.7 0.7 -0.1 -0.928
C -5.750467 1.623047 0.818658 -0.7 0.0 -0.2 0.022
C -5.561606 3.104665 1.180591 0.4 -0.4 0.5 -0.543
C -4.394463 3.832229 0.450815 -0.4 0.0 0.6 -1.231
C -3.330941 2.954162 -0.205737 -0.3 0.8 0.2 -0.639
N -2.397935 2.257952 0.739996 -0.4 -0.3 -0.9 0.555
C -1.465476 1.551088 0.067461 1.0 -0.6 0.5 0.418
N -1.427805 1.460302 -1.260848 -0.7 0.3 -1.3 -0.667
C -0.423654 0.653796 -1.626386 -1.2 1.2 2.3 0.736
C -0.018734 0.276177 -2.980961 -0.1 -0.6 -1.0 -1.335
I -1.257313 -1.148650 -3.972752 0.2 0.5 0.8 0.157
C 1.060322 0.787533 -3.583950 -0.1 0.3 0.0 0.438
C 1.952970 1.818430 -2.925396 0.4 -0.5 -0.4 -1.106
I 1.669264 0.196522 -5.523034 0.0 0.3 0.6 0.272
N 0.170375 0.263950 -0.488065 1.8 -1.4 -2.3 0.596
C 1.320727 -0.654605 -0.604168 0.3 -1.3 0.8 -1.188
C 0.956915 -2.075772 -1.066138 -0.1 0.5 -0.1 1.158
C 1.789350 -2.591481 -2.045100 -0.6 0.3 -0.6 -2.312
C 1.615067 -3.869515 -2.550426 0.1 0.2 -0.1 -1.043
C 0.588258 -4.637549 -2.046040 0.2 -0.5 -0.4 -0.830
C -0.263481 -4.133043 -1.077351 -0.1 -0.2 -0.1 -1.013
C -0.100543 -2.853581 -0.571919 -0.2 0.5 0.4 1.547
C -1.080098 -2.366972 0.488552 -0.1 -0.9 -0.3 -1.032
N -0.426943 0.815103 0.583017 -1.1 0.3 0.5 0.884
C 0.126455 0.528776 1.889102 2.3 -0.5 0.7 -0.932
C 1.528038 1.230646 2.132890 -0.8 0.8 0.2 0.063
O 1.550223 1.646430 3.496940 -0.2 -0.1 -0.1 -0.511
C 1.796140 2.447864 1.235538 1.7 0.1 -0.1 0.198
N 3.261681 2.719762 1.339448 -0.4 -0.3 -0.4 -0.625
C -2.517876 2.341223 2.154511 -0.4 1.0 1.9 0.212
C -1.393699 3.140351 2.879278 -0.2 -0.2 -0.4 -1.130
F -2.737029 1.088984 2.750856 0.6 -0.1 -0.4 -0.440
H -6.482533 0.161946 4.617984 -0.1 0.1 -0.3 0.263
H -6.527131 -0.837298 3.164563 0.1 0.3 -0.2 0.302
H -5.139999 0.298788 3.496930 -0.2 -0.3 -0.2 0.056
H -7.136862 -0.010153 1.252149 -0.1 0.2 0.1 0.397
H -7.886550 1.628428 1.186830 0.1 -0.2 0.1 0.411
H -5.908908 1.537209 -0.269392 0.2 -0.2 0.2 0.356
H -4.893959 1.002240 1.118007 0.0 0.2 -0.2 -0.032
H -6.518351 3.626544 1.043021 0.3 0.0 -0.2 0.541
H -5.369630 3.159295 2.262406 -0.2 -0.1 -0.2 0.243
H -3.917388 4.505612 1.181335 -0.1 0.0 -0.4 0.219
H -4.819470 4.483482 -0.323597 0.3 -0.2 0.0 0.464
H -3.821490 2.236688 -0.869788 0.4 0.0 0.1 0.507
H -2.686527 3.618216 -0.794552 -0.3 -0.3 -0.1 0.597
H 2.026953 2.726620 -3.534845 -0.2 -0.2 0.2 0.473
H 2.970923 1.398224 -2.897381 -0.2 0.2 0.1 0.364
H 1.623968 2.060990 -1.909711 0.0 0.1 -0.2 -0.042
H 2.004190 -0.234904 -1.345866 -0.2 0.1 0.2 0.050
H 1.903349 -0.764036 0.317903 -0.4 0.5 0.1 0.788
H 2.586147 -1.968969 -2.440123 -0.4 0.1 -0.2 1.197
H 2.296629 -4.241208 -3.313410 -0.2 0.0 0.2 0.442
H 0.464104 -5.648237 -2.429622 -0.1 0.2 0.1 0.393
H -1.074356 -4.767544 -0.724811 0.1 0.2 0.1 0.398
H -1.554966 -1.413181 0.242524 0.2 -0.1 0.2 0.100
H -0.615512 -2.380090 1.482326 -0.1 0.3 -0.1 0.260
H -1.889879 -3.107285 0.534442 0.1 0.3 0.1 0.535
H -0.459768 0.734732 2.779636 -0.6 0.2 -0.7 0.380
H 0.354849 -0.542143 1.934231 -0.5 0.1 -0.1 0.005
H 2.356547 0.513532 2.040562 -0.3 0.1 -0.3 0.424
H 1.793690 2.578787 3.540902 0.2 -0.1 0.0 0.427
H 1.318814 3.357142 1.621300 -0.4 -0.4 -0.2 0.392
H 1.575888 2.292004 0.171403 -0.6 0.0 0.3 -0.568
H 3.488705 3.596169 0.876727 -0.1 0.0 0.2 0.265
H 3.707688 2.012412 0.756281 0.3 0.1 0.3 0.292
H -3.417162 2.878962 2.459859 -0.1 -0.1 -1.0 0.113
H -1.820802 3.992890 3.420677 -0.1 -0.3 -0.2 0.429
H -0.854141 2.544337 3.618916 0.1 0.1 -0.3 0.212
H -0.758407 3.567265 2.096436 0.2 -0.2 0.4 0.181
Br -0.093279 -1.904689 5.446895 0.0 0.1 -0.2 -0.144
C 0.807360 -0.274055 6.021597 0.1 -0.3 0.1 -0.127
C 0.236158 0.243952 7.312733 -0.1 0.2 0.0 -0.585
Br -1.477001 1.123197 7.020004 0.0 -0.1 0.0 -0.154
H 0.726805 0.437001 5.208648 0.0 0.0 0.1 -0.144
H 1.850796 -0.556898 6.148781 0.0 0.0 0.1 0.398
H 0.883432 1.010039 7.735099 0.0 0.0 0.0 0.363
H 0.071714 -0.535206 8.050798 0.0 0.0 -0.1 0.416
Br 3.048429 -0.659195 -8.948373 0.0 0.0 0.1 -0.161
C 4.755370 -1.489981 -8.504775 -0.1 0.0 -0.2 -0.592
C 4.581466 -2.911739 -8.038538 0.1 0.0 0.2 -0.583
Br 3.919892 -2.991145 -6.207439 0.0 0.0 0.0 -0.083
H 5.231906 -0.854473 -7.764703 0.0 -0.1 0.0 0.363
H 5.330226 -1.460831 -9.428407 0.0 0.0 0.0 0.355
H 5.541183 -3.424107 -8.016146 0.0 0.0 0.0 0.329
H 3.885260 -3.477281 -8.650020 0.0 0.1 0.0 0.371
Br 5.792218 -5.816031 -2.662541 -0.1 0.1 -0.1 -0.130
C 6.617857 -4.153939 -2.076897 0.1 -0.3 0.0 -0.602
C 6.035320 -3.680767 -0.772236 0.1 0.4 0.1 -0.678
Br 4.268257 -2.893211 -1.046685 1.2 -0.5 0.5 0.159
H 6.491830 -3.437816 -2.884004 0.0 0.0 0.1 0.354
H 7.675018 -4.384474 -1.961128 0.0 0.0 0.1 0.367
H 6.647365 -2.887606 -0.345717 0.0 0.0 0.0 0.352
H 5.918729 -4.475685 -0.041935 0.0 0.0 -0.1 0.388

***

(2)
90
Properties=species:S:1:pos:R:3:forces:R:3:mulliken_spin:R:1 method="wB97M-V/def2-TZVPD" homo_ev="-9.949 / -11.241" lumo_energy_ev="-3.06 / -3.46" charge=+1 spin_multiplicity=6 orbital_gap_ev="6.89 / 7.78"
Fe -1.413699 0.013626 -0.692134 0.4 0.1 -0.4 3.778
N -5.348610 1.062940 -1.572363 0.1 -0.2 0.0 0.006
C -5.723981 0.038615 -0.713598 0.0 0.0 0.1 -0.009
C -6.977036 -0.447946 -0.360433 0.1 0.0 0.0 0.001
C -6.993319 -1.482500 0.548221 0.0 -0.1 0.1 0.000
C -5.806797 -2.021283 1.073344 -0.1 0.1 -0.1 0.005
C -4.570167 -1.528600 0.720326 0.0 0.1 -0.1 -0.001
C -4.534341 -0.465126 -0.180184 0.0 0.2 -0.1 -0.017
N -3.461541 0.267969 -0.711505 -0.7 0.0 0.2 0.009
C -4.004794 1.134856 -1.540003 0.1 0.2 0.1 -0.007
C -3.184947 2.090280 -2.268462 -0.2 -0.1 0.0 0.055
C -3.569261 2.996475 -3.207142 0.2 -0.1 0.1 0.004
S -2.225722 3.936347 -3.664322 0.0 0.0 0.0 0.005
C -1.247877 3.048911 -2.597114 0.0 0.1 0.1 0.008
N -1.852979 2.103006 -1.932235 0.0 0.2 -0.1 0.024
H -5.961950 1.620485 -2.141552 0.0 0.0 0.0 0.000
H -7.887476 -0.044184 -0.776246 -0.1 0.0 0.0 0.000
H -7.942416 -1.892471 0.863630 0.0 0.0 0.0 0.000
H -5.868392 -2.844957 1.766562 0.0 -0.1 0.1 0.000
H -3.670422 -1.963084 1.116153 0.2 -0.1 0.1 0.008
H -4.537437 3.148363 -3.642719 -0.2 0.0 0.0 0.000
H -0.204380 3.288721 -2.490219 0.1 0.0 0.0 -0.001
C 4.305764 -2.105914 0.966757 0.1 -0.1 0.0 0.000
C 3.228260 -1.841904 2.016965 0.0 0.0 0.0 0.009
C 2.220558 -0.756541 1.568881 -0.1 -0.1 0.0 0.011
C 2.305565 -0.548689 0.052596 0.1 -0.2 -0.1 0.007
C 2.326536 -1.930499 -0.612821 0.1 0.0 0.1 -0.001
C 3.695910 -2.578769 -0.362316 0.0 0.0 0.0 0.000
P 1.007485 0.510634 -0.647363 -0.4 0.8 0.2 -0.099
C 1.515954 1.005463 -2.369460 0.0 0.0 -0.1 -0.032
C 0.627658 0.347308 -3.437771 -0.2 0.1 0.0 0.011
C 1.117850 0.756750 -4.822588 0.0 -0.1 0.0 0.001
C 2.490087 0.127718 -5.118937 0.0 0.0 0.0 0.000
C 3.258224 -0.170116 -3.826498 0.0 0.0 0.0 -0.001
C 3.009191 0.912394 -2.780132 0.0 0.1 0.0 0.002
C 1.100948 2.151328 0.198963 0.1 -0.1 0.2 -0.048
C 2.500828 2.789726 0.260836 0.0 0.0 0.0 0.006
C 2.580161 3.863679 1.355224 0.0 0.0 0.0 0.000
C 1.255723 4.607705 1.470953 0.0 0.0 0.0 -0.001
C 0.137055 3.664200 1.948344 0.0 0.0 0.0 0.012
C 0.419592 2.202789 1.571177 -0.1 0.0 -0.1 0.053
H 5.002058 -2.857702 1.339643 0.0 0.0 0.0 0.000
H 4.898296 -1.199755 0.813215 0.0 0.0 0.0 0.001
H 3.688357 -1.547323 2.961009 0.0 0.0 0.0 0.001
H 2.695380 -2.773414 2.212115 0.0 -0.1 0.0 -0.002
H 2.410800 0.180035 2.091619 0.1 0.0 0.0 -0.001
H 1.206568 -1.076798 1.831975 0.0 0.1 0.0 0.000
H 3.250296 -0.038985 -0.168591 -0.1 0.0 0.0 -0.004
H 2.104982 -1.879702 -1.679082 0.0 0.0 0.0 0.001
H 1.532847 -2.533801 -0.164887 0.0 0.0 0.0 0.000
H 4.372358 -2.343084 -1.186914 0.0 0.0 0.0 0.000
H 3.583506 -3.663753 -0.349535 0.0 0.0 0.0 0.000
H 1.259800 2.077103 -2.370865 0.1 -0.3 0.0 0.004
H -0.420968 0.651658 -3.298953 0.3 -0.2 0.0 0.009
H 0.642412 -0.739979 -3.338559 0.0 0.0 0.0 0.009
H 1.194163 1.848077 -4.851751 0.0 0.1 0.0 0.000
H 0.393152 0.475107 -5.587871 0.0 0.0 0.0 0.000
H 3.070638 0.799239 -5.752169 0.0 0.0 0.0 0.000
H 2.360382 -0.797040 -5.680515 0.0 0.0 0.0 0.000
H 4.327520 -0.247521 -4.029269 0.0 0.0 0.0 0.000
H 2.951350 -1.141989 -3.436437 0.0 0.0 0.0 0.000
H 3.292430 1.872606 -3.219542 0.0 0.0 0.0 0.000
H 3.669856 0.781297 -1.925785 0.0 0.0 0.1 -0.001
H 0.462181 2.765320 -0.443271 0.0 0.1 -0.1 -0.012
H 2.736549 3.237634 -0.708082 0.0 0.0 0.0 0.000
H 3.264812 2.031282 0.444216 0.0 0.0 0.0 -0.001
H 3.395674 4.553011 1.134961 0.0 0.0 0.0 0.000
H 2.817715 3.399784 2.314912 0.0 0.0 0.0 0.000
H 1.001899 5.029494 0.494325 0.0 0.0 0.0 0.000
H 1.348455 5.453736 2.152667 0.0 0.0 0.0 0.000
H -0.814901 3.970637 1.508627 0.0 0.0 0.0 -0.001
H 0.019268 3.742731 3.029380 0.0 0.0 0.0 0.000
H -0.522293 1.636698 1.557168 0.1 0.1 0.0 0.018
H 1.045110 1.727340 2.325119 0.0 0.0 0.0 -0.017
I -1.407725 -2.415277 -1.400481 0.0 -0.4 -0.2 0.147
C -1.395806 -0.870133 2.547335 0.0 -0.2 -0.1 0.413
C -1.089895 -2.039190 3.255095 -0.1 0.1 -0.1 -0.017
C -0.623086 -1.980253 4.592236 0.0 0.0 0.0 0.190
C -0.364358 -3.128510 5.299437 0.0 0.1 0.0 -0.092
C -0.560156 -4.376602 4.698218 0.0 -0.1 0.1 0.193
C -0.997377 -4.463074 3.372372 0.0 0.1 -0.1 -0.100
C -1.249888 -3.315740 2.658709 0.0 -0.1 0.1 0.161
C -0.308747 -5.577502 5.443018 0.0 0.3 -0.2 -0.032
N -0.107864 -6.536789 6.038679 0.1 -0.3 0.2 0.081
H -1.299698 0.102869 2.996920 0.0 0.1 0.1 -0.028
H -1.777510 -0.948914 1.528935 0.1 0.0 0.2 0.254
H -0.475242 -1.014956 5.057111 0.0 0.0 0.0 0.002
H -0.006721 -3.080619 6.319540 0.0 0.0 0.0 -0.003
H -1.127385 -5.434404 2.916575 0.0 0.0 0.0 -0.003
H -1.564997 -3.380553 1.626614 0.0 0.0 -0.1 0.028

***

(3)
27
Properties=species:S:1:pos:R:3:forces:R:3:mulliken_spin:R:1 method="wB97M-V/def2-TZVPD" homo_ev="-0.808 / -1.542" lumo_energy_ev="4.19 / 4.19" charge=-2 spin_multiplicity=3 orbital_gap_ev="5.00 / 5.73"
Pt -0.614698 0.316133 1.208212 -0.9 -0.4 -0.2 1.175
O 3.813350 -0.396885 0.138303 0.1 -0.1 0.2 0.000
C 2.469613 -0.466589 0.143418 0.4 -0.3 0.4 0.007
O 1.805965 0.250870 -0.529027 -0.7 0.3 -0.9 0.012
C 1.913109 -1.522555 1.048812 -0.1 -0.1 0.2 0.027
C 2.742971 -2.379697 1.744849 0.3 -0.1 -0.2 -0.014
C 2.189115 -3.355998 2.557849 0.0 0.0 0.0 0.031
C 0.813566 -3.422683 2.661961 0.1 -0.2 0.1 -0.018
C 0.041360 -2.502511 1.978303 -0.1 0.3 -0.4 0.021
N 0.574724 -1.562511 1.177925 0.3 -0.4 0.4 0.043
C -1.472583 -2.475436 2.138677 -0.4 0.1 0.1 0.011
O -2.028194 -3.556534 2.373827 0.1 0.3 0.0 0.015
O -1.996572 -1.321281 2.036087 0.4 -0.4 -0.1 0.046
H 3.994884 0.461195 -0.285560 0.1 0.2 0.1 0.000
H 3.811165 -2.260506 1.630775 0.0 -0.1 0.0 -0.001
H 2.818010 -4.046999 3.105333 0.0 0.0 0.0 0.004
H 0.310660 -4.149842 3.286783 0.0 0.0 -0.1 0.000
Cl -1.895455 -0.752422 -1.229280 -0.3 -0.3 -0.4 0.022
C -0.424235 -1.239227 -2.065023 -0.3 0.1 0.0 0.000
Cl -0.762069 -1.984565 -3.658125 0.0 0.0 0.1 0.001
H 0.078031 -1.970508 -1.452507 0.1 -0.1 0.1 -0.001
H 0.181346 -0.360610 -2.208911 0.1 0.1 -0.1 0.000
Se 0.766871 5.261795 2.907061 0.0 0.0 0.0 -0.006
Sb 1.097493 3.257641 1.592731 -0.3 -0.1 0.3 -0.010
Se -1.057621 2.505682 0.346173 0.5 0.5 0.0 0.320
Se 3.111848 3.363618 0.221755 0.0 -0.2 0.0 0.007
Se 0.845843 1.134790 3.008196 0.6 0.6 0.3 0.308

***

no.,DFT total energy (eV)
1,-482616.4938
2,-106647.4727
3,-314292.2072